Record 1
{
  "formula": "C3H5N4",
  "method": "the ωB97M-V functional and the def2-TZVPD basis",
  "elements": ["H", "N", "C", "C", "N", "N", "N", "C", "H", "H", "H", "H"],
  "positions_angstrom": [[2.18191, -2.68964, 0.11259], [2.30261, -1.65683, 0.09764], [1.43130, -0.77283, 0.04982], [1.75954, 0.63198, -0.01228], [1.56850, 1.76145, -0.19888], [-0.11202, -0.76951, 0.00584], [-0.53307, 0.41550, 0.23357], [-1.75553, 1.01031, 0.03542], [-0.58036, -1.46378, -0.60305], [-2.27354, 0.68255, -0.87405], [-1.56704, 2.10269, 0.14965], [-2.42231, 0.74813, 1.00372]],
  "forces_ev_per_angstrom": [[-0.459, 1.068, 0.053], [-0.839, -0.561, -0.221], [1.011, -0.460, 0.514], [-0.154, 1.971, -0.511], [1.270, -1.219, 0.241], [-0.581, 2.888, -0.868], [1.457, -3.674, 1.101], [-2.285, 0.160, 1.319], [-0.241, 0.073, 0.488], [-0.173, 0.152, 0.228], [-0.345, -0.727, -0.446], [1.339, 0.330, -1.899]],
  "total_charge": 1,
  "smiles": "[H]/N=C(C#N)\\[NH+]=N\\C"
}

***

Record 2
{
  "formula": "C3H5N4O2",
  "method": "the ωB97M-V functional and the def2-TZVPD basis",
  "elements": ["C", "C", "C", "N", "N", "N", "N", "O", "O", "H", "H", "H", "H", "H"],
  "positions_angstrom": [[1.40223, 0.56552, 0.10245], [-0.62232, -0.94823, 0.35317], [0.34676, -0.14179, -0.55418], [-2.47234, 1.70845, -0.37258], [-1.58195, 1.21042, -0.77951], [1.88846, 1.51309, 0.79773], [-1.29337, -1.89704, -0.29536], [1.78437, -0.55374, -0.36440], [-0.67888, -0.67637, 1.52337], [0.12317, 0.04356, -1.60125], [1.32481, 2.29468, 1.12224], [2.86381, 1.47281, 1.09883], [-1.18134, -2.09629, -1.27592], [-1.90340, -2.49508, 0.24542]],
  "forces_ev_per_angstrom": [[-1.002, -0.290, -0.193], [0.676, 0.364, -0.487], [-0.236, -0.557, -0.175], [1.072, -0.574, -0.538], [-2.184, 1.508, 0.519], [0.743, 0.407, 0.377], [-0.373, -0.449, -0.042], [1.133, -0.282, 0.258], [0.097, 0.074, 0.281], [0.287, -0.078, 0.243], [-0.020, -0.242, -0.182], [-0.260, 0.022, -0.062], [0.050, 0.055, 0.073], [0.016, 0.042, -0.073]],
  "total_charge": 1
}

***

Calculated Kohn-Sham gap in order - 0.313, 0.397 hartree
Calculated DFT total energy in order - -9140.34972, -13239.89082 eV
Calculated ΔE to the lowest compared entry with this formula, charge and spin in order - 107.4, 0.0 kcal per mole